Record 1
21
Properties=species:S:1:pos:R:3:forces:R:3 method="wB97M-V/def2-TZVPD" total_charge=-3 largest_force_ev_per_a=8.15 homo_energy_ev=-2.33 homo_lumo_gap_ev=6.521
K 10.98685 -7.90563 29.30930 0.3534 0.0138 -0.0218
Cl 6.43807 -11.32494 25.48024 -2.5731 1.4621 -5.0754
Cl 11.00282 -3.11668 32.06052 -1.3836 5.5260 -0.3755
Cl 15.36075 -10.65288 34.00276 -1.1849 -2.2436 -7.7463
Cl 15.16297 -8.88826 26.06748 3.7569 -3.9835 1.4198
O 5.22646 -10.89797 24.79654 -1.4393 -1.0808 -0.0272
O 15.80951 -8.32121 27.23159 -0.3839 -0.2510 0.4747
O 14.42296 -7.80751 25.50933 -0.4747 0.2672 -2.0248
O 16.73538 -10.82175 33.58308 0.1622 -1.4265 -0.2394
O 14.29297 -10.02554 26.36955 -0.5767 1.3169 0.2598
O 14.54054 -11.87443 33.90909 1.7826 -1.0344 2.8251
O 6.13654 -12.51428 26.26928 1.5384 0.5561 -0.3808
O 6.71678 -10.15883 26.24976 2.3703 0.0002 2.0401
O 10.02312 -2.33770 31.22183 1.0749 0.6530 1.7276
O 14.63115 -9.90528 33.03878 -0.1998 2.5257 -1.8686
O 15.43434 -9.89375 35.11770 -0.6163 2.1202 7.1267
O 12.00538 -3.39091 31.09032 1.8008 -1.4300 0.5178
O 16.32078 -9.61536 25.32850 -2.4485 2.7384 -0.1477
O 11.49380 -2.54815 33.34685 1.2845 1.8686 -2.3177
O 10.24141 -4.10181 32.61588 -2.8802 -6.6762 0.3661
O 7.36343 -11.47395 24.27739 0.0371 -0.9220 3.4676


Record 2
22
Properties=species:S:1:pos:R:3:forces:R:3 method="wB97M-V/def2-TZVPD" de_lowest_kj_mol=207.28 smiles=C[C@@H](CCO)NCN total_charge=0 largest_force_ev_per_a=1.55 homo_energy_ev=-8.43 homo_lumo_gap_ev=9.315
O 2.61508 0.57368 1.07197 -0.4326 0.5416 0.4079
N -0.80395 0.41295 0.64426 -0.3859 -0.4098 1.1976
N -2.30136 2.25420 0.03488 -0.4567 -0.1312 -0.2443
C 1.15718 -0.76323 -0.30590 0.0333 -1.0666 -0.8789
C -1.13090 -1.34057 -1.11465 -0.1760 0.6628 -0.5121
C 2.15916 -0.77549 0.84214 0.8367 1.2718 0.2917
C -1.00432 1.62103 -0.14343 -0.0021 -1.1486 -0.2157
C -0.34653 -0.83824 0.07048 1.3944 -0.0626 -0.0459
H -2.20482 -1.19899 -0.97271 0.0483 -0.3204 0.0605
H -3.01093 1.67949 -0.40288 -0.0066 -0.0506 -0.2586
H -0.25061 2.38973 -0.00812 0.3578 -0.0828 0.1916
H -0.85685 -2.37489 -1.27839 -0.2786 -0.2921 -0.0709
H -2.58973 2.22222 1.00398 0.3705 0.1979 0.2978
H 3.53179 0.72940 0.84710 0.0987 -0.3906 -0.1502
H -0.39292 -1.61497 0.84778 -0.3426 0.3166 0.0905
H 1.43009 -1.56459 -1.02275 -0.3164 -0.0904 0.4904
H -0.34056 0.50380 1.54045 -0.1391 0.6065 -0.1504
H 3.05806 -1.36498 0.64634 -0.3405 -0.3670 -0.1931
H -0.93118 1.22135 -1.15891 -0.0867 0.7400 -0.2338
H -0.86059 -0.80569 -2.03642 -0.0309 -0.0339 0.1603
H 1.77151 -1.08179 1.82692 -0.2950 -0.2728 -0.5172
H 1.30237 0.11556 -0.93214 0.1503 0.3820 0.2831


Record 3
49
Properties=species:S:1:pos:R:3:forces:R:3 method="wB97M-V/def2-TZVPD" total_charge=+1 largest_force_ev_per_a=4.84 homo_energy_ev=-12.06 homo_lumo_gap_ev=5.544
F -6.05703 2.88002 -0.16995 0.6449 -0.3627 1.2362
F 5.61596 1.93466 1.72835 -1.0188 0.6376 -0.6744
F 5.24020 2.97288 -0.17709 -0.6882 -0.3453 1.2034
F 4.58971 3.88036 1.72259 -0.0632 -1.2469 -0.6983
F -6.51077 1.80764 1.69933 1.0781 0.6963 -0.6305
F -5.58654 3.80188 1.77082 0.2099 -1.1998 -0.6578
N 0.44667 -1.39207 -1.31294 1.1818 0.1832 -0.0176
N 0.47377 -2.90933 1.05072 -0.0581 -0.2619 0.1445
N 0.70338 -3.54311 2.08545 0.2615 -0.8731 3.7891
N 0.85238 -3.94683 3.15131 -0.3395 0.9618 -3.3381
C 3.25679 0.64120 1.19050 -0.2624 0.0622 0.0787
C 1.04251 2.13990 0.35123 0.0620 0.3364 -0.1414
C 0.69274 -0.87587 -2.66304 0.0194 0.6595 -0.4234
C -0.39629 0.07843 0.60837 0.1217 2.6201 4.0714
C 0.92968 -2.09310 -3.58080 -0.4015 -0.0547 -0.0998
C -4.22434 1.96998 1.04533 0.2424 -0.1130 -0.2239
C 3.37080 2.00501 0.91766 -0.0559 -0.3847 0.0316
C 0.90252 -3.32298 -2.66372 0.1421 0.3221 0.0978
C 2.01189 0.04287 1.08700 0.1653 -0.5111 -0.0147
C 2.28095 2.75405 0.48479 -0.6526 0.0001 -0.0542
C -2.86458 0.03923 0.57041 -0.0426 -0.1536 -0.1079
C -1.67001 0.77231 0.78826 -0.4933 -0.1404 -0.2273
C 0.76556 -3.63792 -0.17886 0.3199 -0.2826 -0.7321
C 0.25716 -2.82473 -1.36372 -1.5638 -0.8269 -0.0546
C 0.87159 0.77513 0.69051 -0.4027 -0.2921 -0.7351
C 4.69975 2.68868 1.05337 1.8587 0.9897 0.1135
C -1.83151 2.09728 1.28228 0.1602 0.4151 -0.4883
C -3.08360 2.70541 1.34445 0.3363 -0.2631 0.0956
C -5.58491 2.61613 1.09289 -1.7787 0.7441 0.0410
C -4.11701 0.62985 0.67529 0.1690 -0.1826 -0.0325
H -0.26182 -0.83790 -0.78140 0.4046 -1.0811 -1.1479
H 1.89124 -1.01912 1.30730 0.0555 0.3332 -0.1207
H 0.19509 2.72146 -0.01211 0.3925 -0.2112 -0.0917
H 1.92542 -3.66661 -2.47194 -0.1858 0.0003 0.0454
H 4.12635 0.06001 1.48276 -0.1692 0.1590 0.0116
H -5.01449 0.05792 0.45815 0.1572 0.0353 0.1044
H 0.22967 -4.60720 -0.23127 0.3380 0.3540 0.2625
H -0.83442 -3.02774 -1.41473 0.2917 -0.0691 -0.0806
H 0.33424 -4.15718 -3.08342 0.1621 0.1305 0.0393
H -0.16338 -0.27700 -3.02082 0.2978 -0.1855 0.0546
H -3.17147 3.75140 1.62341 0.0535 -0.2402 0.1595
H -0.38822 -0.91328 1.07319 0.0730 -0.3335 -1.0637
H 1.57849 -0.21950 -2.67323 -0.3128 -0.1158 0.1373
H 0.11929 -2.16139 -4.31311 0.2421 0.0518 0.0117
H -0.97756 2.67913 1.62850 -0.2515 -0.2859 -0.1236
H 1.85030 -3.84359 -0.29952 -0.4435 0.2355 0.2771
H 1.88030 -2.01976 -4.11311 -0.2224 0.0445 0.0009
H 2.39522 3.81167 0.25321 0.0068 -0.2632 0.0444
H -2.79168 -1.01829 0.30734 -0.0416 0.3076 -0.0718